Model P:
Entry from the OMol25 dataset: a 7-piece molecular cluster, C5H23NO6 overall (ωB97M-V with the def2-TZVPD basis set).

Structure (XYZ):
```
35
Properties=species:S:1:pos:R:3
O 3.4141 -2.6040 0.5318
O 1.8976 -0.7879 -0.6789
O 2.4424 1.9085 -0.8654
O 2.0125 1.7488 1.7837
O -0.0861 -2.1667 -3.1943
O -0.0366 -3.0625 1.3982
N -1.9729 1.5030 -2.5085
C -1.8047 0.5674 0.7141
C -1.3321 0.1860 1.8697
C -2.0935 -0.3497 3.0517
C -0.9084 1.1154 -0.3172
C -1.3912 2.1513 -1.3031
H 2.1630 0.9340 -0.8309
H -2.8897 0.5402 0.2854
H -0.0211 -2.7870 2.3283
H -0.9187 -1.9378 -3.5499
H 3.4549 -1.6523 0.4294
H -0.9502 -3.0835 1.1944
H -1.6053 -1.1460 3.5599
H 0.1189 1.4001 0.1898
H -0.1281 0.1721 1.9651
H 0.9609 -0.9011 -0.6400
H 0.0916 -3.0865 -3.1469
H -0.6775 2.9703 -1.5813
H -0.5811 0.1647 -0.8514
H -2.6841 2.0199 -2.9174
H 3.1630 1.9584 -1.5111
H -1.2923 1.2480 -3.1982
H 1.9711 2.7083 1.7395
H 2.5218 -2.6124 0.9771
H 2.3064 -1.1563 -1.4917
H 2.4141 1.4427 0.9676
H -2.2272 2.7316 -0.8286
H -3.0563 -0.5881 2.7282
H -2.2753 0.4509 3.7008
```

The calculation puts the HOMO energy at -8.9607 eV. Its spin multiplicity is 1. As for the orbital gap: 9.327 eV. Its LUMO energy is 0.37 eV. The SMILES is C/C=C/CCN.O.O.O.O.O.O.

***

Model Q:
Entry from the OMol25 dataset: a 7-piece molecular cluster, C5H23NO6 overall (ωB97M-V with the def2-TZVPD basis set).

Structure (XYZ):
```
35
Properties=species:S:1:pos:R:3
O -0.0846 2.5389 -1.4498
O 2.9907 1.0993 -1.7593
O -2.1244 -1.6461 3.2681
O 1.9266 -1.7620 1.5447
O 2.9950 -2.0123 -0.9024
O 1.7876 -0.7753 -3.6069
N -1.5977 1.6490 3.3887
C -1.8230 0.3437 -1.2661
C -1.0629 0.5422 1.1698
C -1.4980 -0.5079 -2.2279
C -1.8427 -0.2428 0.1370
C -1.8219 1.6566 1.9469
H -2.1663 1.3450 -1.4566
H 2.6060 0.2200 -1.6975
H 0.5376 1.8498 -1.7228
H -0.0843 0.8489 0.7818
H -0.5604 -0.1039 1.9029
H 2.0466 -2.6988 1.7319
H 3.7968 -1.8159 -0.4082
H -2.8608 -0.5984 0.3722
H 1.7093 -1.3306 2.3755
H -1.3502 0.7420 3.7780
H -1.4500 2.5892 1.5436
H -1.3244 -0.2516 -3.2750
H -2.8799 1.6081 1.6929
H -2.3220 -0.9236 2.6508
H -2.7858 -2.2899 2.9915
H -1.4608 -1.2752 0.1506
H -0.7308 2.1472 3.5830
H 2.3684 -1.4328 -3.1997
H 2.2880 -1.9619 -0.2388
H 1.3442 -1.2174 -4.3417
H 3.6458 1.1513 -2.4571
H 0.5440 3.2577 -1.3196
H -0.9898 -1.4602 -2.1012
```

The calculation puts the HOMO energy at -9.1388 eV. Its spin multiplicity is 1. As for the orbital gap: 9.398 eV. Its LUMO energy is 0.26 eV. The SMILES is C=CCCCN.O.O.O.O.O.O.

***

Model R:
Entry from the OMol25 dataset: a 7-piece molecular cluster, C5H23NO6 overall (ωB97M-V with the def2-TZVPD basis set).

Structure (XYZ):
```
35
Properties=species:S:1:pos:R:3
O 1.2462 0.6549 2.0800
O 0.3453 -1.8493 -1.9043
O 2.0850 -2.4582 0.1158
O 1.5509 0.5014 -2.3843
O 0.0584 -1.6857 1.3338
O 2.7460 0.0471 -0.1802
N -0.5177 1.6911 -0.2715
C -2.7883 0.4142 -0.8273
C -1.9706 1.7534 -0.4870
C -2.5388 -0.4274 1.5321
C 0.1366 2.8246 0.5847
C -2.5784 -0.6287 0.2084
H 2.4793 -1.6027 -0.1868
H 0.1742 3.7475 -0.0347
H 1.1276 -0.3173 -2.4651
H 2.2713 0.2650 0.5628
H 1.2199 2.4086 0.6752
H -0.3548 2.8614 1.5063
H 0.9010 1.0499 -1.8971
H 0.8804 -1.9506 0.8847
H -2.5362 -1.1755 2.4372
H 1.1325 -2.3571 -1.6237
H -2.6678 -1.6254 -0.1980
H -0.0808 0.8938 0.1070
H 2.7565 -2.8221 0.7302
H -2.1155 0.4283 1.8796
H -0.2644 -1.7550 -1.0980
H -2.5591 2.1533 0.3284
H -2.6346 0.0066 -1.8463
H -2.0332 2.5213 -1.3525
H -0.1305 -2.3547 2.0332
H 0.7168 -0.1211 1.8494
H 0.9139 1.2985 2.6952
H -3.8623 0.8357 -0.7060
H 2.4727 0.4752 -0.9308
```

The calculation puts the HOMO energy at -8.9164 eV. Its spin multiplicity is 1. As for the orbital gap: 9.224 eV. Its LUMO energy is 0.31 eV. The SMILES is C=CCCNC.O.O.O.O.O.O.

***

Which structure wins on stability? model Q wins.